C22H27N3O3 | wB97M-V/def2-TZVPD

Positions of all 55 atoms, in Å:
C 0.616 5.284 0.695
C 0.744 3.937 0.039
C 1.968 3.265 0.062
C 3.128 3.829 0.835
C 2.112 2.060 -0.624
C 3.465 1.413 -0.745
C 1.008 1.498 -1.272
C 1.133 0.154 -1.909
O 1.056 -0.023 -3.103
C 1.377 -1.030 -0.962
C 0.814 -2.318 -1.572
C -0.711 -2.341 -1.452
N -1.100 -2.218 -0.068
C -1.518 -3.226 0.718
C -1.815 -4.526 0.237
C -2.273 -5.472 1.112
C -2.437 -5.131 2.462
N -2.908 -6.086 3.399
O -3.024 -5.735 4.560
O -3.169 -7.204 2.991
C -2.121 -3.832 2.853
N -1.680 -2.923 2.022
C -0.678 -0.958 0.507
C 0.846 -0.843 0.462
C -0.216 2.173 -1.313
C -1.369 1.638 -2.116
C -0.351 3.381 -0.625
C -1.679 4.085 -0.600
H 1.566 5.809 0.693
H -0.102 5.904 0.167
H 0.284 5.181 1.729
H 3.818 3.045 1.131
H 2.781 4.321 1.740
H 3.676 4.558 0.237
H 3.494 0.744 -1.601
H 4.229 2.171 -0.896
H 3.722 0.847 0.152
H 2.467 -1.133 -0.913
H 1.095 -2.373 -2.625
H 1.229 -3.184 -1.052
H -1.113 -3.249 -1.895
H -1.129 -1.488 -1.997
H -1.683 -4.785 -0.800
H -2.509 -6.475 0.791
H -2.231 -3.529 3.886
H -1.033 -0.916 1.536
H -1.127 -0.147 -0.069
H 1.144 0.125 0.863
H 1.271 -1.622 1.099
H -1.059 0.814 -2.750
H -1.756 2.422 -2.765
H -2.187 1.300 -1.476
H -1.843 4.560 0.364
H -1.721 4.854 -1.373
H -2.496 3.393 -0.771

Cartesian forces, eV/Å:
0.01 -0.07 -0.04
-0.01 -0.15 -0.10
-0.10 -0.12 -0.05
-0.06 -0.03 -0.07
-0.18 -0.01 -0.10
-0.07 -0.01 0.06
-0.05 0.66 -0.13
0.13 -0.26 0.23
-0.01 0.07 -0.08
0.06 -0.35 -0.08
-0.06 0.12 -0.18
0.28 -0.28 -0.27
-0.11 0.23 -0.12
-0.29 -0.31 0.33
0.08 0.05 -0.05
-0.06 0.05 0.44
0.44 0.87 -0.97
-0.22 -0.42 0.48
-0.03 -0.02 0.13
-0.04 -0.14 0.01
-0.24 -0.68 0.31
0.19 0.25 -0.29
0.26 0.26 0.40
-0.13 0.07 -0.07
0.16 -0.12 0.04
-0.01 -0.06 0.00
0.12 -0.06 0.06
0.07 -0.05 -0.01
0.03 0.08 0.05
-0.05 0.08 0.03
-0.03 0.11 0.11
0.09 0.00 0.04
0.05 0.06 0.06
0.12 0.10 0.04
0.11 -0.05 -0.02
0.09 -0.03 0.00
0.12 -0.07 0.05
-0.02 0.06 -0.02
0.02 -0.06 0.06
0.01 -0.03 0.01
-0.05 0.10 0.01
-0.05 -0.09 -0.02
0.01 -0.02 -0.06
0.00 -0.02 -0.04
-0.04 -0.09 0.06
0.03 0.15 -0.23
-0.07 0.03 0.01
0.04 -0.02 0.08
0.02 0.01 0.04
-0.09 0.01 -0.04
-0.10 -0.01 -0.06
-0.10 0.01 -0.01
-0.07 0.08 0.02
-0.11 0.11 -0.03
-0.09 0.00 -0.02

## Properties
E_LUMO: -0.11 eV
relative energy (zero: lowest compared OMol25 entry of this formula, charge and spin): 116.9 kcal per mole
structure (SMILES): Cc1c(C)c(C)c(C(=O)C2CCN(c3ccc([N+](=O)[O-])cn3)CC2)c(C)c1C
molar mass: 381.5 g mol⁻¹
E_HOMO: -8.361 eV
HOMO-LUMO gap: 0.303 Eh

C22H27N3O3S | wB97M-V/def2-TZVPD

Positions of all 56 atoms, in Å:
C 8.629 1.083 0.735
C 8.396 -0.424 0.619
C 8.068 -1.085 1.958
O 7.481 -0.777 -0.417
C 6.167 -0.480 -0.424
C 5.467 -1.008 -1.520
C 4.119 -0.799 -1.665
C 3.411 -0.033 -0.734
C 1.959 0.130 -0.936
O 1.297 -0.662 -1.593
N 1.407 1.236 -0.341
C 0.069 1.614 -0.264
S -0.229 3.000 0.582
N -0.795 0.800 -0.880
C -2.184 0.802 -0.956
C -2.765 -0.260 -1.653
C -4.136 -0.359 -1.762
C -4.970 0.590 -1.179
C -6.473 0.446 -1.243
N -7.114 -0.293 -0.171
C -6.862 -1.719 -0.095
C -5.657 -2.083 0.784
O -5.787 -1.525 2.074
C -5.891 -0.118 2.000
C -7.102 0.298 1.153
C -4.382 1.659 -0.514
C -3.009 1.773 -0.396
C 4.102 0.489 0.356
C 5.456 0.268 0.514
H 9.538 1.259 1.302
H 7.811 1.592 1.235
H 8.749 1.512 -0.257
H 9.323 -0.876 0.240
H 8.928 -1.000 2.617
H 7.214 -0.626 2.447
H 7.850 -2.139 1.802
H 6.021 -1.591 -2.239
H 3.582 -1.218 -2.502
H 2.023 1.888 0.127
H -0.337 0.008 -1.350
H -2.129 -1.008 -2.105
H -4.566 -1.188 -2.308
H -6.748 -0.059 -2.175
H -6.930 1.441 -1.250
H -6.728 -2.119 -1.101
H -7.756 -2.177 0.347
H -5.601 -3.164 0.926
H -4.723 -1.729 0.321
H -6.006 0.231 3.028
H -4.964 0.298 1.578
H -7.143 1.384 1.066
H -8.009 -0.047 1.664
H -5.008 2.423 -0.075
H -2.586 2.611 0.130
H 3.587 1.046 1.125
H 5.940 0.684 1.381

Cartesian forces, eV/Å:
-0.14 -0.32 -0.20
0.42 0.14 0.46
-0.04 0.02 -0.40
-0.19 -0.05 -0.20
-0.32 -0.06 -0.18
0.16 0.04 0.13
-0.13 0.12 0.11
0.39 -0.12 0.06
-0.17 0.00 -0.01
0.07 -0.08 -0.08
0.24 -0.17 -0.05
-0.27 0.19 0.13
-0.04 0.37 0.23
0.95 -0.49 -0.25
-0.69 0.17 0.09
0.10 0.06 0.07
-0.01 0.20 0.02
-0.01 0.12 -0.10
-0.08 -0.05 0.06
-0.04 0.02 -0.05
0.15 -0.10 0.25
-0.04 -0.10 -0.29
-0.15 -0.09 0.11
-0.09 0.29 -0.05
0.15 -0.15 0.21
-0.08 -0.28 -0.28
0.10 0.12 0.09
-0.26 -0.12 -0.29
0.42 0.03 0.17
0.08 0.03 0.07
-0.04 0.07 0.06
0.04 0.07 -0.06
-0.19 0.12 0.12
0.08 0.01 0.08
-0.05 0.04 0.08
0.00 -0.09 0.04
0.06 -0.06 -0.08
-0.03 -0.05 -0.07
-0.22 -0.08 -0.13
-0.06 0.27 0.15
0.07 -0.08 -0.05
-0.04 -0.09 -0.06
0.02 0.11 -0.01
0.04 -0.03 -0.10
-0.03 -0.05 -0.05
0.08 -0.12 -0.05
0.02 0.03 -0.08
-0.11 -0.10 0.09
0.02 0.06 -0.06
-0.11 -0.06 0.12
-0.05 0.06 0.02
0.05 0.11 0.09
-0.08 0.09 0.05
0.02 -0.03 -0.03
-0.03 0.05 0.07
0.07 0.00 0.03

## Properties
E_LUMO: 0.05 eV
relative energy (zero: lowest compared OMol25 entry of this formula, charge and spin): 58.8 kcal per mole
structure (SMILES): CC(C)Oc1ccc(C(=O)NC(=S)Nc2ccc(CN3CCOCC3)cc2)cc1
molar mass: 413.5 g mol⁻¹
E_HOMO: -7.836 eV
HOMO-LUMO gap: 0.290 Eh

C22H27N3O3STi | wB97M-V/def2-TZVPD

Positions of all 57 atoms, in Å:
Ti -0.530 -0.310 -0.130
C -3.513 -2.679 -1.400
C -2.947 -1.519 -0.635
O -1.815 -1.824 0.014
C -3.594 -0.292 -0.576
C -3.171 0.891 0.084
C -4.138 1.935 0.547
N -1.866 0.994 0.441
N -1.438 1.808 1.493
C -0.521 1.151 2.160
O -0.180 -0.081 1.954
C 0.076 1.830 3.346
C -0.304 3.115 3.737
C 0.204 3.677 4.897
C 1.111 2.972 5.683
C 1.514 1.705 5.284
C 1.003 1.139 4.123
H -2.826 -2.979 -2.199
H -4.481 -2.441 -1.849
H -3.628 -3.544 -0.735
H -4.578 -0.260 -1.038
H -5.139 1.720 0.168
H -3.841 2.939 0.218
H -4.181 1.978 1.642
H -1.006 3.649 3.110
H -0.107 4.674 5.193
H 1.499 3.410 6.597
H 2.235 1.153 5.878
H 1.311 0.160 3.783
C 5.928 -1.151 0.978
C 5.334 0.185 0.539
S 3.532 0.142 0.236
O 1.078 0.213 -0.516
C 3.592 -0.416 -1.494
C 3.328 0.709 -2.481
H 6.942 -1.043 1.380
H 5.972 -1.852 0.141
H 5.300 -1.601 1.747
H 5.840 0.554 -0.358
H 5.481 0.932 1.324
H 2.821 -1.176 -1.598
H 4.570 -0.879 -1.664
H 2.330 1.101 -2.287
H 3.378 0.342 -3.511
H 4.058 1.516 -2.359
N -0.720 -0.289 -2.214
C -0.333 -1.299 -2.991
C -0.499 -1.227 -4.412
C -0.132 -2.254 -5.257
C 0.438 -3.423 -4.748
C 0.637 -3.528 -3.369
C 0.268 -2.509 -2.515
H -0.941 -0.317 -4.800
H -0.267 -2.144 -6.329
H 0.732 -4.230 -5.410
H 1.080 -4.430 -2.958
H 0.451 -2.617 -1.453

Cartesian forces, eV/Å:
1.63 0.64 -0.89
-0.12 0.09 -0.12
0.12 -0.07 0.42
0.09 0.01 -0.40
-0.18 -0.06 0.09
0.08 -0.04 0.32
-0.01 0.05 -0.06
0.16 0.15 -0.14
-0.16 0.09 -0.05
-0.32 -0.16 0.34
0.02 0.20 -0.08
-0.05 0.01 -0.01
0.02 -0.01 -0.01
0.00 0.01 -0.01
0.00 0.00 0.02
0.00 0.01 -0.01
0.03 0.05 -0.02
0.01 0.01 0.00
0.00 -0.01 0.01
0.01 0.00 0.01
0.03 0.02 -0.05
0.00 0.00 -0.01
0.01 0.00 0.00
-0.01 -0.02 0.00
-0.03 -0.01 0.01
0.00 0.00 0.00
0.02 0.01 -0.01
0.00 0.00 0.01
-0.03 -0.02 0.01
0.02 -0.02 -0.03
-0.04 -0.05 0.06
0.30 0.07 0.00
-1.40 -0.74 0.60
-0.03 -0.05 0.00
0.03 0.06 0.03
0.02 0.01 -0.05
-0.04 -0.01 0.01
0.01 0.01 0.02
0.04 0.07 0.04
0.02 -0.01 0.01
-0.01 0.01 -0.01
-0.02 -0.03 0.01
-0.01 -0.02 0.00
-0.01 -0.01 0.00
0.02 -0.02 -0.02
-0.19 -0.41 0.12
-0.05 0.19 -0.12
-0.02 0.00 -0.05
-0.01 0.00 0.03
0.02 -0.01 -0.02
0.00 0.02 0.00
0.11 -0.08 -0.02
0.02 0.02 0.01
-0.04 -0.03 0.00
0.00 0.00 0.00
0.03 0.01 -0.01
-0.07 0.02 0.01

## Properties
E_LUMO (spin up / spin down): 4.64 / 4.64 eV
multiplicity: 3
relative energy (zero: lowest compared OMol25 entry of this formula, charge and spin): 14.5 kcal per mole
molar mass: 461.4 g mol⁻¹
E_HOMO (spin up / spin down): 1.475 / -1.014 eV
net charge: -2
HOMO-LUMO gap (spin up / spin down): 0.116 / 0.208 Eh

C22H27N3O4 | wB97M-V/def2-TZVPD

Positions of all 56 atoms, in Å:
C -1.284 5.795 2.770
O -0.549 4.760 2.138
C -1.163 3.561 2.086
O -2.265 3.373 2.540
C -0.341 2.535 1.414
C 0.835 2.852 0.742
C 1.569 1.862 0.121
C 1.164 0.526 0.153
N 1.863 -0.505 -0.467
C 2.826 -0.214 -1.509
C 4.251 -0.022 -0.982
N 4.644 -1.197 -0.227
C 6.018 -1.123 0.214
C 3.724 -1.393 0.877
C 2.311 -1.630 0.336
C -0.067 0.227 0.782
N -0.561 -1.080 0.665
C -1.454 -1.716 1.458
O -1.891 -1.307 2.509
C -1.844 -3.093 0.898
O -1.673 -3.215 -0.494
C -2.503 -2.485 -1.312
C -2.365 -2.725 -2.678
C -3.144 -2.026 -3.576
C -4.058 -1.084 -3.130
C -4.200 -0.835 -1.774
C -5.174 0.180 -1.261
C -3.417 -1.543 -0.867
C -0.792 1.216 1.416
H -1.529 5.515 3.797
H -2.213 5.986 2.230
H -0.645 6.675 2.755
H 1.176 3.875 0.717
H 2.482 2.135 -0.383
H 2.498 0.659 -2.073
H 2.831 -1.080 -2.181
H 4.934 0.095 -1.827
H 4.312 0.889 -0.359
H 6.275 -2.045 0.732
H 6.204 -0.275 0.892
H 6.665 -1.020 -0.657
H 4.043 -2.268 1.446
H 3.711 -0.520 1.558
H 1.636 -1.791 1.176
H 2.324 -2.521 -0.300
H -0.242 -1.580 -0.157
H -1.180 -3.844 1.340
H -2.871 -3.319 1.206
H -1.648 -3.461 -3.006
H -3.039 -2.215 -4.634
H -4.661 -0.541 -3.841
H -5.661 0.702 -2.081
H -5.938 -0.303 -0.653
H -4.665 0.910 -0.633
H -3.537 -1.334 0.185
H -1.721 0.980 1.909

Cartesian forces, eV/Å:
-0.34 0.15 0.19
0.27 -0.27 -0.18
-0.29 0.20 0.16
0.12 0.01 -0.02
0.30 -0.29 -0.26
-0.26 0.06 0.17
0.07 -0.19 -0.06
-0.32 0.30 0.24
-0.14 -0.19 -0.25
0.23 0.16 -0.16
-0.18 -0.07 -0.15
-0.04 0.03 0.00
-0.04 0.01 -0.01
-0.24 -0.18 -0.10
0.37 -0.09 0.45
0.13 0.21 0.13
0.26 -0.04 -0.32
0.10 -0.37 -0.30
-0.15 0.05 0.21
-0.17 -0.02 0.33
0.05 0.00 -0.24
-0.09 0.01 -0.22
0.09 -0.07 0.16
0.08 -0.07 0.04
-0.09 0.10 0.07
0.03 -0.05 -0.19
-0.01 0.00 0.03
0.14 -0.18 0.14
-0.01 0.27 0.10
0.02 0.06 -0.08
0.08 0.02 0.07
-0.02 -0.05 -0.01
0.04 0.07 -0.01
0.09 -0.02 -0.03
0.00 -0.05 -0.02
0.05 0.11 -0.04
-0.02 0.05 0.01
0.03 -0.03 -0.03
0.08 -0.01 0.04
0.01 0.02 0.02
0.09 0.01 0.01
-0.01 0.03 0.04
0.03 -0.05 0.00
0.01 -0.02 -0.10
-0.02 -0.03 0.09
-0.11 0.04 0.08
-0.11 0.12 -0.01
0.12 0.12 -0.02
0.09 -0.09 -0.04
0.02 -0.03 -0.09
-0.07 0.07 -0.05
-0.05 0.06 -0.02
-0.08 0.03 0.04
-0.03 0.09 0.04
-0.03 0.01 0.15
-0.06 -0.03 0.01

## Properties
E_LUMO: 0.69 eV
relative energy (zero: lowest compared OMol25 entry of this formula, charge and spin): 60.5 kcal per mole
structure (SMILES): COC(=O)c1ccc(N2CCN(C)CC2)c(NC(=O)COc2cccc(C)c2)c1
molar mass: 397.5 g mol⁻¹
E_HOMO: -8.012 eV
HOMO-LUMO gap: 0.320 Eh

C22H27N5O4S | wB97M-V/def2-TZVPD

Positions of all 59 atoms, in Å:
C 1.421 -4.142 -0.261
C 1.564 -2.730 0.216
C 2.200 -2.478 1.432
C 2.326 -1.210 1.955
C 1.815 -0.104 1.262
N 1.891 1.168 1.756
C 1.905 1.429 3.178
C 1.044 0.497 4.025
O 1.425 0.087 5.104
N -0.166 0.119 3.545
C -0.852 0.519 2.391
C -1.542 -0.317 1.542
C -1.713 -1.791 1.608
N -2.090 0.413 0.547
C -3.101 -0.014 -0.380
N -1.779 1.737 0.758
C -1.969 2.742 -0.205
C -1.736 2.490 -1.555
C -1.910 3.510 -2.473
C -2.292 4.775 -2.056
C -2.498 5.024 -0.709
C -2.345 4.012 0.220
C -0.988 1.867 1.900
O -0.523 2.929 2.295
C 1.219 -0.343 0.021
C 1.085 -1.624 -0.474
S 0.196 -1.705 -2.035
O -0.574 -0.493 -2.158
O -0.545 -2.930 -2.154
N 1.324 -1.669 -3.267
C 2.079 -0.442 -3.329
C 2.099 -2.872 -3.430
H 0.594 -4.233 -0.958
H 1.247 -4.803 0.586
H 2.334 -4.475 -0.755
H 2.591 -3.315 1.992
H 2.805 -1.071 2.911
H 1.396 1.862 1.215
H 2.925 1.363 3.573
H 1.535 2.446 3.333
H -0.651 -0.535 4.148
H -0.963 -2.216 2.269
H -2.702 -2.056 1.984
H -1.594 -2.225 0.616
H -3.768 -0.727 0.106
H -2.643 -0.482 -1.254
H -3.679 0.852 -0.701
H -1.410 1.513 -1.880
H -1.735 3.314 -3.520
H -2.422 5.566 -2.779
H -2.786 6.011 -0.379
H -2.493 4.197 1.271
H 0.806 0.477 -0.547
H 2.864 -0.397 -2.562
H 2.538 -0.354 -4.314
H 1.382 0.379 -3.184
H 2.927 -2.932 -2.712
H 2.505 -2.901 -4.441
H 1.427 -3.715 -3.290

Cartesian forces, eV/Å:
0.02 -0.16 -0.02
0.11 -0.28 0.11
-0.18 -0.02 -0.28
-0.06 0.26 -0.06
0.27 -0.51 -0.38
-0.15 0.48 -0.09
0.33 0.03 0.14
0.27 0.10 0.03
0.17 0.05 0.13
-0.71 -0.35 -0.04
-0.31 0.01 -0.32
0.30 0.43 0.13
-0.08 0.13 -0.04
0.36 -0.22 0.16
-0.32 -0.17 -0.35
0.01 -0.01 0.38
0.00 0.28 -0.39
0.02 -0.01 0.16
-0.04 0.05 -0.06
0.02 0.05 -0.07
0.00 -0.01 -0.03
0.00 -0.13 0.06
-0.38 -0.43 0.14
0.25 0.35 0.09
0.13 0.35 0.23
-0.27 0.05 -0.49
-0.27 -0.01 -0.48
0.47 0.10 0.04
0.35 -0.07 0.10
-0.86 -0.02 0.69
0.14 0.49 0.04
0.10 -0.45 0.05
0.06 -0.20 0.06
0.00 -0.07 0.02
0.04 -0.08 -0.05
0.02 -0.10 0.06
0.08 0.02 0.15
0.01 -0.03 0.11
-0.21 -0.05 0.09
0.07 -0.12 -0.04
0.19 0.20 0.05
0.07 -0.04 0.02
-0.04 -0.06 0.01
0.00 -0.11 -0.03
-0.03 0.06 0.01
-0.15 0.08 0.06
-0.02 -0.09 0.05
0.01 -0.06 0.01
0.01 -0.02 -0.09
-0.01 0.06 -0.06
-0.02 0.08 0.04
-0.02 -0.01 0.09
-0.09 0.19 0.03
0.02 0.00 -0.04
-0.02 -0.03 0.01
0.17 0.17 -0.08
0.02 -0.02 -0.02
-0.02 0.02 0.03
0.17 -0.17 -0.08

## Properties
E_LUMO: 0.59 eV
relative energy (zero: lowest compared OMol25 entry of this formula, charge and spin): 16.1 kcal per mole
structure (SMILES): Cc1ccc(NCC(=O)Nc2c(C)n(C)n(-c3ccccc3)c2=O)cc1S(=O)(=O)N(C)C
molar mass: 457.6 g mol⁻¹
E_HOMO: -7.821 eV
HOMO-LUMO gap: 0.309 Eh

C22H27N6O5PtS3 | wB97M-V/def2-TZVPD

Positions of all 64 atoms, in Å:
Pt 0.069 -0.129 -1.163
C 1.859 -2.621 5.909
C 1.907 -1.893 4.599
C 2.837 -0.877 4.387
C 2.911 -0.216 3.175
C 2.033 -0.574 2.156
C 1.100 -1.587 2.340
C 1.042 -2.235 3.557
S 2.158 0.259 0.627
O 2.045 -0.758 -0.480
O 3.305 1.102 0.682
N 0.811 1.054 0.258
C 0.184 2.028 1.074
C 0.892 2.683 2.078
C 0.196 3.590 2.858
C -1.149 3.822 2.609
C -1.744 3.127 1.575
N -1.100 2.231 0.821
H 2.039 -1.944 6.742
H 2.634 -3.390 5.939
H 0.898 -3.110 6.059
H 3.517 -0.601 5.183
H 3.645 0.560 3.012
H 0.422 -1.862 1.545
H 0.313 -3.021 3.711
H 1.950 2.531 2.230
H 0.711 4.121 3.647
H -1.719 4.526 3.198
H -2.789 3.284 1.336
C -3.273 -4.114 -0.006
O -2.735 -2.882 0.516
C -1.924 -2.126 -0.186
O -1.454 -1.112 0.316
N -1.648 -2.520 -1.468
N -0.794 -1.746 -2.279
H -3.869 -4.527 0.799
H -2.469 -4.807 -0.255
H -3.916 -3.918 -0.865
H -2.088 -3.319 -1.893
H -1.288 -1.406 -3.104
H -0.015 -2.318 -2.605
S -1.342 1.470 -2.085
C -2.957 1.017 -2.270
N -3.662 1.451 -3.307
C -5.122 1.424 -3.160
C -5.408 0.308 -2.159
S -3.922 0.190 -1.106
H -3.220 2.084 -3.962
H -5.580 1.221 -4.125
H -5.469 2.392 -2.797
H -5.588 -0.649 -2.644
H -6.255 0.548 -1.522
O 1.190 -0.011 -3.124
N 2.406 0.545 -3.196
C 2.494 1.841 -3.547
C 3.723 2.448 -3.647
C 4.870 1.709 -3.385
C 4.749 0.375 -3.034
C 3.497 -0.194 -2.944
H 1.548 2.326 -3.730
H 3.774 3.489 -3.929
H 5.845 2.169 -3.459
H 5.615 -0.235 -2.827
H 3.312 -1.220 -2.672

Cartesian forces, eV/Å:
-0.46 0.41 0.18
-0.01 0.00 0.01
0.00 0.00 -0.01
-0.01 0.00 0.00
0.01 0.04 0.01
0.07 -0.01 0.00
-0.05 0.02 -0.03
0.01 0.00 0.02
-0.17 0.27 0.37
-0.19 -0.28 0.29
0.19 -0.28 -0.37
0.32 0.29 -0.19
-0.21 -0.24 -0.06
-0.05 0.21 0.06
0.04 -0.03 -0.02
0.01 0.00 0.02
0.03 -0.05 -0.06
0.12 0.05 0.23
0.00 0.00 0.00
0.00 0.00 0.00
0.00 0.00 0.00
0.00 0.00 0.00
0.00 0.00 0.00
-0.02 0.01 0.00
0.00 0.00 -0.01
0.01 -0.06 -0.04
-0.01 0.00 0.01
0.00 0.00 -0.01
0.00 -0.01 0.00
0.01 0.03 0.00
-0.01 -0.02 -0.01
-0.02 0.05 -0.01
0.01 -0.29 -0.01
0.00 -0.04 -0.04
0.33 -0.05 -0.15
0.00 0.00 0.00
0.00 -0.01 0.00
0.00 -0.01 0.00
0.02 -0.02 0.01
-0.04 0.06 0.06
-0.01 0.00 -0.02
0.09 -0.23 -0.46
-0.08 0.07 0.13
-0.03 0.20 0.26
0.04 -0.01 -0.05
-0.03 -0.02 0.00
-0.02 -0.04 0.01
-0.01 -0.09 -0.10
-0.02 0.03 0.00
0.01 -0.01 0.03
0.05 0.00 -0.01
-0.01 -0.02 -0.01
0.15 -0.02 -0.07
-0.11 0.08 0.04
0.02 0.00 0.06
-0.01 -0.01 0.01
0.00 0.01 -0.01
-0.02 -0.03 0.00
0.05 0.02 -0.02
0.00 0.00 -0.01
0.00 0.00 0.00
0.00 0.00 0.00
0.00 0.00 0.00
-0.01 0.00 -0.01

## Properties
E_LUMO (spin up / spin down): -6.41 / -6.68 eV
multiplicity: 2
relative energy (zero: lowest compared OMol25 entry of this formula, charge and spin): 4.6 kcal per mole
molar mass: 746.8 g mol⁻¹
E_HOMO (spin up / spin down): -13.288 / -13.279 eV
net charge: +2
HOMO-LUMO gap (spin up / spin down): 0.253 / 0.243 Eh